[1]
Formula: C4H6O2
Source: the Open Molecules 2025 dataset
Level of theory: the ωB97M-V functional and the def2-TZVPD basis

Geometry as ORCA input:
```
! RIJCOSX wB97M-V def2-TZVPD def2/J DEFGRID3
* xyz 0 1
C 0.773 0.823 1.077
C 0.041 -0.085 0.058
C -1.388 -0.405 0.298
O -2.070 -0.999 -0.508
C 0.262 -0.514 -1.538
O 0.917 -1.049 -0.462
H 0.114 1.257 1.841
H 1.503 0.213 1.635
H 1.341 1.646 0.637
H -1.844 0.034 1.210
H -0.201 -1.300 -2.170
H 0.551 0.377 -2.076
*
```

Summary:
- energy relative to the best compared isomer or geometry (same formula, charge and spin) (kJ/mol) = 332.41
- SMILES = C[C@@]1(C=O)CO1
- LUMO (eV) = 0.53
- orbital gap (hartree) = 0.375

[2]
Formula: C4H6O2
Source: the Open Molecules 2025 dataset
Level of theory: the ωB97M-V functional and the def2-TZVPD basis

Geometry as ORCA input:
```
! RIJCOSX wB97M-V def2-TZVPD def2/J DEFGRID3
* xyz 0 1
O -0.704 1.259 2.227
C -0.082 1.053 1.215
C -0.515 0.091 0.140
C 0.100 0.292 -1.254
O 0.814 -0.949 -1.187
C 0.268 -1.239 0.103
H 0.890 1.569 1.038
H -1.596 -0.055 0.181
H -0.614 0.319 -2.086
H 0.781 1.149 -1.339
H 1.040 -1.370 0.872
H -0.382 -2.121 0.091
*
```

Summary:
- energy relative to the best compared isomer or geometry (same formula, charge and spin) (kJ/mol) = 191.80
- SMILES = O=CC1COC1
- LUMO (eV) = 0.81
- orbital gap (hartree) = 0.397

[3]
Formula: C4H6O2
Source: the Open Molecules 2025 dataset
Level of theory: the ωB97M-V functional and the def2-TZVPD basis

Geometry as ORCA input:
```
! RIJCOSX wB97M-V def2-TZVPD def2/J DEFGRID3
* xyz 0 1
O 2.694 -1.386 -0.103
C 1.626 -1.808 -0.315
O 0.566 -2.243 -0.528
C 0.736 1.148 0.065
C -0.425 0.717 -0.426
C -1.542 0.134 0.398
H 1.499 1.582 -0.574
H 0.967 1.103 1.129
H -0.607 0.798 -1.500
H -2.149 0.929 0.850
H -1.154 -0.489 1.210
H -2.211 -0.486 -0.207
*
```

Summary:
- energy relative to the best compared isomer or geometry (same formula, charge and spin) (kJ/mol) = 15.23
- SMILES = O=C=O.C=CC
- LUMO (eV) = 0.72
- orbital gap (hartree) = 0.386

[4]
Formula: C4H6O2
Source: the Open Molecules 2025 dataset
Level of theory: the ωB97M-V functional and the def2-TZVPD basis

Geometry as ORCA input:
```
! RIJCOSX wB97M-V def2-TZVPD def2/J DEFGRID3
* xyz 0 1
O 1.833 1.084 0.976
C 1.861 0.127 0.241
C 0.661 -0.358 -0.546
C -0.598 -0.393 0.293
C -1.696 0.553 0.108
O -1.776 -0.774 -0.397
H 2.794 -0.459 0.115
H 0.861 -1.354 -0.957
H 0.516 0.317 -1.400
H -0.484 -0.856 1.275
H -2.364 0.776 0.939
H -1.609 1.335 -0.646
*
```

Summary:
- energy relative to the best compared isomer or geometry (same formula, charge and spin) (kJ/mol) = 194.71
- SMILES = O=CC[C@H]1CO1
- LUMO (eV) = 0.88
- orbital gap (hartree) = 0.404

Largest force on an atom values, unit eV/Å, following the record order: 1.30; 0.42; 0.97; 0.49.